Here is a gas-phase ion, C7H10N (charge +1) in a non-equilibrium geometry from OMol25. Energies are from ωB97M-V/def2-TZVPD.

Each atom is followed by the atoms it is bonded to, with distances in Å.
CARTESIAN COORDINATES (ANGSTROEM)
1 H -0.0107 -1.2330 -1.4326  C18 1.008
2 H -0.8454 0.2191 0.9971  C14 1.076
3 H 3.0161 1.9741 0.4392  C6 1.082
4 C 0.2597 -2.1285 0.5766  H10 1.111, H11 1.083, H13 1.113, C18 1.514
5 H -0.3156 1.2580 -1.8640  C12 1.041
6 C 2.1894 1.2867 0.3162  H3 1.082, C15 1.401, C16 1.356
7 H -1.9424 0.8120 -1.2816  C12 1.189
8 H 0.6591 2.0463 1.2363  C16 0.986
9 H -1.0462 2.3507 -0.9124  C12 1.106
10 H 0.9526 -2.0162 1.4383  C4 1.111
11 H 0.5269 -3.0519 0.0783  C4 1.083
12 C -0.8803 1.2595 -0.9891  H5 1.041, H7 1.189, H9 1.106, C14 1.581
13 H -0.7678 -1.9820 0.9796  C4 1.113
14 C -0.2134 0.3766 0.1402  H2 1.076, C12 1.581, C16 1.519, C18 1.682
15 C 2.4083 0.1075 -0.4077  C6 1.401, N17 1.208
16 C 0.8940 1.2442 0.7132  C6 1.356, H8 0.986, C14 1.519
17 N 1.8217 -0.9147 -0.6707  C15 1.208, C18 1.493
18 C 0.3468 -1.0724 -0.5040  H1 1.008, C4 1.514, C14 1.682, N17 1.493

Net charge: +1
SMILES: C[C@@H]1C=CC#[N+][C@H]1C
Frontier orbital gap: 0.32183 Eh
LUMO level: -6.269 eV
Maximum force: 6.5 eV Å⁻¹
Energy relative to the best compared isomer or geometry (same formula, charge and spin): 80.3 kcal/mol
HOMO: -15.026 eV

Electronic structure analysis, Mulliken charges in units of e: H 0.56; H 0.37; H 0.40; C -1.23; H 0.45; C -0.60; H 0.31; H 0.61; H 0.41; H 0.33; H 0.41; C -1.37; H 0.36; C 0.13; C 0.58; C -0.42; N -0.26; C -0.02